Arrangement w

{"formula": "C2H10N2O3", "method": "ωB97M-V/def2-TZVPD", "spin_multiplicity": 1, "homo_ev": -9.70, "lumo_energy_ev": 0.6, "molar_mass_g_mol": 110.11, "smiles": "CNC(N)=O.O.O", "elements": ["C", "N", "C", "N", "O", "H", "H", "H", "H", "H", "H", "H", "H", "O", "H", "H", "O"], "xyz": [[-1.156, -2.208, 1.175], [-1.592, -1.338, 0.026], [-1.068, 0.022, -0.224], [-1.024, 0.347, -1.657], [-0.734, 0.687, 0.672], [-1.218, -1.749, 2.220], [-0.161, -2.625, 1.122], [-1.832, -2.959, 1.038], [-2.585, -1.393, -0.275], [-0.654, -0.443, -2.261], [-0.633, 1.254, -1.772], [1.403, 3.485, -0.113], [1.279, 2.120, 0.219], [1.970, 2.788, 0.345], [1.722, -0.517, -0.020], [3.216, -0.849, 0.372], [2.654, -0.509, -0.369]], "nbo_charge": [-0.400, -0.719, 0.807, -0.875, -0.596, 0.192, 0.197, 0.203, 0.396, 0.413, 0.385, 0.453, 0.466, -0.921, 0.467, 0.475, -0.942]}


Arrangement x

{"formula": "C2H10N2O3", "method": "ωB97M-V/def2-TZVPD", "spin_multiplicity": 1, "homo_ev": -8.43, "lumo_energy_ev": 0.6, "molar_mass_g_mol": 110.11, "smiles": "NCNC=O.O.O", "elements": ["O", "C", "N", "C", "N", "H", "H", "H", "H", "H", "H", "H", "H", "O", "H", "H", "O"], "xyz": [[-0.875, 1.012, -0.051], [-0.285, 1.412, 0.909], [1.072, 1.216, 1.132], [2.070, 0.695, 0.135], [1.516, -0.267, -0.721], [-0.649, 2.082, 1.701], [1.444, 1.040, 2.047], [2.441, 1.443, -0.573], [2.880, 0.378, 0.798], [1.434, -0.255, -1.726], [0.841, -0.945, -0.409], [-3.565, -2.660, -5.974], [-3.776, -3.840, -4.989], [-3.213, -3.115, -5.213], [0.149, 1.059, 4.226], [-1.173, 0.522, 4.467], [-0.312, 0.224, 4.240]], "nbo_charge": [-0.571, 0.544, -0.669, -0.026, -0.867, 0.096, 0.386, 0.184, 0.156, 0.388, 0.378, 0.471, 0.470, -0.941, 0.457, 0.467, -0.922]}


The least stable of them is arrangement x.


Arrangement w

{"formula": "C3H3NO4", "method": "ωB97M-V/def2-TZVPD", "spin_multiplicity": 1, "homo_ev": -10.81, "lumo_energy_ev": 0.4, "molar_mass_g_mol": 117.06, "smiles": "O=C1NC(=O)OCO1", "elements": ["C", "C", "C", "H", "H", "H", "N", "O", "O", "O", "O"], "xyz": [[-1.235, -0.612, -0.047], [1.151, -0.595, -0.167], [0.010, 1.526, 0.116], [0.025, -2.147, 0.192], [0.090, 1.757, 1.175], [0.238, 2.310, -0.659], [-0.022, -1.216, -0.054], [-2.179, -1.298, -0.155], [2.224, -1.119, 0.074], [1.081, 0.599, -0.419], [-1.381, 0.795, -0.056]], "nbo_charge": [0.884, 0.877, 0.210, 0.433, 0.200, 0.227, -0.669, -0.551, -0.600, -0.496, -0.516]}


Arrangement x

{"formula": "C3H3NO4", "method": "ωB97M-V/def2-TZVPD", "spin_multiplicity": 1, "homo_ev": -10.03, "lumo_energy_ev": -1.4, "molar_mass_g_mol": 117.06, "smiles": "O=CC(=O)C(=O)NO", "elements": ["C", "C", "C", "H", "H", "H", "N", "O", "O", "O", "O"], "xyz": [[0.422, 0.557, 0.173], [-0.790, -0.368, 0.233], [-2.049, 0.260, -0.309], [2.141, -1.788, 0.231], [2.464, 0.803, -0.559], [-2.076, 1.556, -0.175], [1.781, 0.125, -0.004], [1.917, -1.080, -0.616], [0.083, 1.693, 0.431], [-0.861, -1.290, 1.165], [-3.031, -0.468, -0.570]], "nbo_charge": [0.575, 0.356, 0.313, 0.479, 0.393, 0.187, -0.335, -0.544, -0.532, -0.445, -0.447]}


The least stable of them is arrangement x.


Arrangement w

{"formula": "C4H6N2", "method": "ωB97M-V/def2-TZVPD", "spin_multiplicity": 1, "homo_ev": -9.29, "lumo_energy_ev": 0.9, "molar_mass_g_mol": 82.11, "elements": ["N", "C", "C", "C", "C", "N", "H", "H", "H", "H", "H", "H"], "xyz": [[2.540, -0.308, 0.329], [2.023, 0.066, -0.679], [0.734, -0.171, 0.220], [-0.330, 0.938, 0.330], [-1.299, -0.128, -0.243], [-0.233, -1.156, -0.272], [1.148, -0.446, 1.220], [-0.503, 1.214, 1.373], [-0.205, 1.842, -0.273], [-1.683, 0.138, -1.232], [-2.134, -0.414, 0.409], [-0.058, -1.575, -1.180]], "nbo_charge": [-0.248, 0.090, -0.042, -0.409, -0.210, -0.617, 0.240, 0.215, 0.224, 0.190, 0.193, 0.375]}


Arrangement x

{"formula": "C4H6N2", "method": "ωB97M-V/def2-TZVPD", "spin_multiplicity": 1, "homo_ev": -8.70, "lumo_energy_ev": 1.0, "molar_mass_g_mol": 82.11, "smiles": "C=C1C=CNN1", "elements": ["C", "C", "C", "C", "N", "N", "H", "H", "H", "H", "H", "H"], "xyz": [[1.112, 0.946, 0.769], [-0.063, 0.754, 0.154], [-0.202, 0.349, -1.251], [-0.718, -0.880, -1.151], [-0.931, -1.235, 0.228], [-1.093, 0.070, 0.845], [1.163, 0.974, 1.854], [0.169, -1.319, 0.527], [1.980, 1.253, 0.203], [0.269, 0.820, -2.104], [-0.826, -1.651, -1.902], [-0.859, -0.082, 1.827]], "nbo_charge": [-0.480, 0.135, -0.281, -0.012, -0.444, -0.451, 0.201, 0.319, 0.207, 0.235, 0.216, 0.355]}


Arrangement y

{"formula": "C4H6N2", "method": "ωB97M-V/def2-TZVPD", "spin_multiplicity": 1, "homo_ev": -10.65, "lumo_energy_ev": 0.7, "molar_mass_g_mol": 82.11, "smiles": "[H]/N=C/[C@@H](C)C#N", "elements": ["C", "C", "C", "N", "N", "C", "H", "H", "H", "H", "H", "H"], "xyz": [[-1.558, -0.211, 0.162], [-0.160, 0.398, 0.006], [0.882, -0.617, -0.484], [2.112, -0.322, -0.495], [1.155, 2.027, 1.522], [0.474, 1.235, 1.025], [-1.964, -0.343, -0.849], [-1.583, -1.191, 0.649], [-2.227, 0.463, 0.699], [0.490, -1.607, -0.763], [2.683, -1.105, -0.816], [-0.304, 1.274, -0.656]], "nbo_charge": [-0.595, -0.400, 0.138, -0.568, -0.304, 0.280, 0.220, 0.216, 0.231, 0.162, 0.346, 0.272]}


The least stable of them is arrangement w.